Below is a single C33H36N2O5 molecule at a distorted geometry, with properties calculated with the ωB97M-V functional and the def2-TZVPD basis.

Last column: Löwdin charge in e.
Element x y z (Å)
C  1.3947  2.5296  2.9984  -0.064
C  1.3800  1.0321  2.9644  -0.177
O  0.1723  0.7244  2.1826  -0.003
C  0.0876  -0.5660  1.8106  -0.415
O  0.7093  -1.4433  2.3831  0.120
C  -0.7792  -0.7087  0.5569  -0.113
C  -1.4651  -2.0700  0.5416  -0.436
O  -2.3528  -2.3315  -0.2620  0.125
O  -1.0166  -2.9461  1.4456  -0.020
C  -1.7421  -4.2033  1.5408  -0.191
C  -0.9131  -5.0419  2.4727  -0.069
C  -1.8809  0.3622  0.7810  -0.235
O  -1.7164  1.5471  0.5448  0.114
C  -3.2178  0.0190  1.3304  -0.138
C  -3.3518  -0.7209  2.5054  -0.014
C  -4.5752  -0.7281  3.1834  -0.070
C  -5.6540  0.0244  2.7001  -0.082
C  -5.5244  0.7559  1.5091  -0.070
C  -4.3109  0.7519  0.8303  -0.006
C  0.0346  -0.5803  -0.7388  -0.125
C  -0.4697  0.4933  -1.6992  -0.177
C  -0.2883  1.8578  -1.4130  -0.080
C  -0.6680  2.8364  -2.3198  0.011
C  -1.2359  2.4086  -3.5263  -0.197
C  -1.4245  1.0453  -3.8285  -0.163
C  -1.0904  0.0905  -2.8828  0.039
C  -1.9805  0.9237  -5.1980  -0.103
C  -2.2420  2.3862  -5.6339  -0.139
N  -1.6748  3.1771  -4.5577  -0.158
C  -1.8068  4.6098  -4.5141  -0.051
C  1.5302  -0.5271  -0.4515  -0.160
C  2.3284  0.5865  -0.7564  -0.020
C  3.6316  0.6782  -0.2825  -0.007
C  4.1922  -0.4768  0.2763  -0.205
C  3.4735  -1.6885  0.3711  -0.155
C  2.1259  -1.6892  0.0778  0.023
C  4.3639  -2.7347  0.9287  -0.093
C  5.6243  -1.9559  1.3763  -0.138
N  5.4201  -0.6251  0.8369  -0.154
C  6.3341  0.4516  1.1206  -0.049
H  2.3680  2.9123  3.3045  0.078
H  1.1574  2.9387  2.0090  0.082
H  0.6421  2.8895  3.7084  0.083
H  2.2408  0.6264  2.4206  0.117
H  1.3083  0.5716  3.9608  0.130
H  -2.7415  -4.0003  1.9504  0.132
H  -1.8090  -4.6530  0.5444  0.128
H  -1.3880  -6.0166  2.6076  0.079
H  0.0893  -5.2098  2.0598  0.084
H  -0.8106  -4.5590  3.4511  0.085
H  -2.4746  -1.2455  2.8916  0.123
H  -4.6733  -1.3095  4.1019  0.103
H  -6.5919  0.0609  3.2565  0.101
H  -6.3509  1.3504  1.1127  0.106
H  -4.1695  1.3331  -0.0828  0.125
H  -0.1322  -1.5259  -1.2782  0.147
H  0.1884  2.1778  -0.4881  0.113
H  -0.4885  3.8957  -2.1184  0.105
H  -1.2880  -0.9689  -3.0642  0.129
H  -2.9014  0.3339  -5.2178  0.115
H  -1.2711  0.4509  -5.8915  0.118
H  -3.3182  2.5938  -5.7478  0.118
H  -1.7529  2.6233  -6.5896  0.116
H  -0.9794  5.0467  -3.9460  0.078
H  -1.7890  5.0003  -5.5376  0.087
H  -2.7495  4.9154  -4.0330  0.091
H  1.9487  1.3987  -1.3726  0.105
H  4.2147  1.5893  -0.4004  0.099
H  1.5538  -2.6099  0.2035  0.135
H  3.8973  -3.2586  1.7665  0.118
H  4.6449  -3.4811  0.1737  0.119
H  6.5496  -2.4021  0.9854  0.117
H  5.7103  -1.9248  2.4754  0.119
H  6.2421  1.2333  0.3575  0.079
H  6.1402  0.9012  2.1099  0.091
H  7.3622  0.0679  1.1123  0.088

SMILES string: CCOC(=O)C(C(=O)OCC)(C(=O)c1ccccc1)C(c1ccc2c(c1)CCN2C)c1ccc2c(c1)CCN2C
Energy: -1764.78380 a.u.
ΔE to the lowest compared entry with this formula, charge and spin: 0.00 kJ/mol
HOMO level: -6.8 eV
Frontier orbital gap: 7.46 eV


Below is 11 unconnected molecules or ions with the total composition C90H189N11O8 at a distorted geometry, with properties calculated with the ωB97M-V functional and the def2-TZVPD basis.

Last column: Löwdin charge in e.
Element x y z (Å)
C  0.5300  5.4331  1.2853  -0.079
C  1.8561  5.7343  2.0263  -0.213
N  2.5693  4.4408  1.9909  -0.195
C  3.1246  4.0167  3.2630  -0.269
C  3.6353  2.5453  3.3087  -0.057
C  3.6740  4.4296  0.9944  -0.224
C  3.1529  4.6959  -0.4503  -0.078
H  0.0389  4.5932  1.7766  0.060
H  0.4968  5.4985  0.1977  0.062
H  -0.1048  6.2958  1.4875  0.058
H  2.4955  6.4621  1.5266  0.110
H  1.6675  6.0300  3.0583  0.105
H  3.8941  4.7040  3.6144  0.114
H  2.2917  4.1067  3.9604  0.067
H  4.5938  2.5337  2.7900  0.053
H  3.7361  2.2827  4.3618  0.065
H  2.9229  1.9421  2.7459  0.060
H  4.2716  3.5184  0.9709  0.079
H  4.4800  5.0960  1.3016  0.112
H  2.6821  5.6547  -0.6674  0.065
H  2.4440  3.9519  -0.8138  0.052
H  3.9661  4.5955  -1.1692  0.054
C  6.9836  1.7581  -0.1051  -0.073
C  5.6963  1.2051  -0.7408  -0.277
N  5.9426  0.6778  -2.0640  -0.169
C  6.3441  1.7060  -3.1227  -0.208
C  5.1805  2.4824  -3.6853  -0.099
C  4.8294  -0.1897  -2.4172  -0.272
C  5.1196  -1.1196  -3.6243  -0.074
H  7.7489  0.9843  -0.1648  0.078
H  6.8063  2.0404  0.9327  0.058
H  7.2669  2.6827  -0.6081  0.060
H  5.2561  0.4131  -0.1349  0.103
H  4.9437  1.9920  -0.7921  0.091
H  7.0137  2.4900  -2.7694  0.100
H  6.9184  1.2224  -3.9129  0.106
H  4.8390  3.0910  -2.8480  0.054
H  5.5507  3.2260  -4.3910  0.082
H  4.3997  1.8483  -4.1054  0.065
H  3.9161  0.3837  -2.5766  0.097
H  4.6719  -0.9430  -1.6454  0.098
H  4.9484  -0.6027  -4.5685  0.060
H  4.4631  -1.9878  -3.6829  0.051
H  6.1588  -1.4427  -3.5619  0.076
C  -3.3738  -8.0047  1.7225  -0.097
C  -4.0643  -6.8842  0.9885  -0.255
N  -3.8708  -5.5693  1.6351  -0.219
C  -2.4986  -5.2389  1.9588  -0.245
C  -1.6106  -5.1987  0.7094  -0.060
C  -4.6618  -4.5239  1.0239  -0.243
C  -4.7607  -3.2342  1.8983  -0.061
H  -3.4307  -8.9060  1.1122  0.072
H  -3.8336  -8.1852  2.6942  0.082
H  -2.2940  -7.8864  1.8132  0.063
H  -3.6749  -6.7569  -0.0215  0.102
H  -5.1305  -7.1095  0.9650  0.113
H  -2.5058  -4.3231  2.5498  0.096
H  -2.2165  -5.9265  2.7561  0.108
H  -1.5266  -6.1901  0.2644  0.066
H  -2.0392  -4.5035  -0.0125  0.054
H  -0.6376  -4.7596  0.9299  0.055
H  -5.6523  -4.9452  0.8517  0.111
H  -4.2088  -4.3440  0.0489  0.076
H  -3.7813  -2.7783  2.0432  0.037
H  -5.0170  -3.4716  2.9308  0.079
H  -5.3615  -2.4688  1.4071  0.058
C  -1.9308  4.1718  -7.1890  -0.038
C  -1.4207  5.2114  -6.1475  -0.485
C  -2.3873  5.1727  -4.9541  -0.146
C  -2.2927  3.9384  -4.0660  -0.204
C  -0.8603  3.7387  -3.6042  -0.135
C  0.2266  3.6963  -4.7684  -0.423
N  -0.0331  4.8978  -5.6865  0.005
O  1.0086  5.0261  -6.7456  -0.050
C  1.5652  3.8078  -3.9391  -0.031
C  0.1068  2.3794  -5.4694  -0.039
C  -1.6210  6.5795  -6.8274  -0.038
H  -1.2320  3.7554  -7.9145  0.092
H  -2.7796  4.5526  -7.7569  0.080
H  -2.5080  3.3967  -6.6848  0.063
H  -2.1774  6.0239  -4.3064  0.110
H  -3.4271  5.1624  -5.2808  0.124
H  -2.5891  3.0342  -4.5977  0.072
H  -2.8630  3.9863  -3.1383  0.086
H  -0.9461  2.7361  -3.1852  0.104
H  -0.8237  4.3747  -2.7197  0.113
H  2.4519  3.7194  -4.5668  0.068
H  1.6968  4.8308  -3.5867  0.081
H  1.7191  3.1996  -3.0477  0.060
H  -0.8850  2.1871  -5.8786  0.068
H  0.7550  2.3859  -6.3457  0.091
H  0.4112  1.5494  -4.8318  0.090
H  -1.0808  6.5272  -7.7727  0.079
H  -1.1662  7.3088  -6.1571  0.087
H  -2.6512  6.7976  -7.1089  0.087
C  -4.1940  5.6334  1.3244  -0.032
C  -4.3529  5.2373  -0.1566  -0.459
C  -5.8820  4.9914  -0.4722  -0.123
C  -6.5817  6.3627  -0.5830  -0.197
C  -6.0414  7.1312  -1.7318  -0.156
C  -4.5343  7.4021  -1.5352  -0.521
N  -3.8247  6.1702  -1.1586  -0.003
O  -2.3626  6.2968  -1.0521  -0.034
C  -4.1255  7.8927  -2.9331  -0.034
C  -4.3114  8.5491  -0.5700  -0.025
C  -3.7765  3.7598  -0.2055  -0.030
H  -4.6741  4.8830  1.9525  0.088
H  -4.7145  6.5604  1.5647  0.064
H  -3.1613  5.8218  1.6178  0.074
H  -6.0421  4.2684  -1.2720  0.118
H  -6.3676  4.5411  0.3936  0.113
H  -6.5115  6.8788  0.3745  0.109
H  -7.6215  6.1429  -0.8250  0.115
H  -6.6198  8.0551  -1.7342  0.129
H  -6.1762  6.5370  -2.6356  0.127
H  -4.1354  6.9912  -3.5456  0.069
H  -4.6791  8.7456  -3.3258  0.099
H  -3.0754  8.1569  -2.8081  0.080
H  -3.2852  8.9010  -0.4642  0.094
H  -4.9283  9.3625  -0.9521  0.089
H  -4.7557  8.3863  0.4120  0.070
H  -2.7824  3.8689  0.2280  0.059
H  -3.6318  3.4226  -1.2319  0.061
H  -4.2792  3.0166  0.4134  0.082
C  -5.8196  0.1994  -5.2553  -0.048
C  -5.0246  -0.2542  -4.0584  -0.458
C  -6.0581  -0.3735  -2.8910  -0.153
C  -5.5629  -0.8725  -1.5831  -0.192
C  -4.9214  -2.2387  -1.8258  -0.148
C  -3.8493  -2.3407  -2.9353  -0.451
N  -4.3375  -1.5994  -4.1656  0.002
O  -3.3444  -1.6602  -5.2615  -0.061
C  -2.5128  -1.8284  -2.3417  -0.019
C  -3.7716  -3.8504  -3.2174  -0.038
C  -3.9306  0.8050  -3.7211  -0.021
H  -5.3695  -0.0450  -6.2174  0.081
H  -6.0692  1.2588  -5.3139  0.090
H  -6.7664  -0.3113  -5.4308  0.083
H  -6.5750  0.5795  -2.7782  0.123
H  -6.7821  -1.1305  -3.1926  0.124
H  -6.3084  -1.0722  -0.8134  0.119
H  -4.8844  -0.1454  -1.1371  0.099
H  -5.5696  -3.1148  -1.8428  0.121
H  -4.4080  -2.2555  -0.8644  0.085
H  -1.7291  -1.6621  -3.0808  0.085
H  -2.6492  -0.9867  -1.6628  0.049
H  -2.0984  -2.6795  -1.8013  0.061
H  -4.7552  -4.1766  -3.5554  0.085
H  -3.1707  -4.1289  -4.0831  0.071
H  -3.4660  -4.4343  -2.3492  0.077
H  -3.3879  0.5912  -2.8003  0.059
H  -4.3269  1.7994  -3.5158  0.076
H  -3.2626  0.8522  -4.5811  0.081
C  2.4855  -3.0338  -6.7941  -0.029
C  1.0515  -3.0284  -6.2732  -0.432
C  0.2121  -3.9406  -7.1690  -0.183
C  0.4301  -5.3864  -6.9500  -0.203
C  0.0408  -5.6962  -5.5003  -0.151
C  0.8397  -4.9103  -4.5150  -0.507
N  0.8808  -3.4819  -4.8238  -0.005
O  1.5831  -2.6194  -3.8867  -0.045
C  0.1030  -5.0864  -3.1853  -0.021
C  2.2459  -5.6155  -4.4987  -0.005
C  0.4479  -1.5738  -6.5397  -0.021
H  2.8429  -4.0415  -7.0060  0.070
H  3.1733  -2.5728  -6.0853  0.075
H  2.6447  -2.3991  -7.6659  0.091
H  -0.8582  -3.7771  -7.0431  0.129
H  0.4984  -3.8466  -8.2165  0.129
H  1.4160  -5.6591  -7.3266  0.107
H  -0.1817  -5.9120  -7.6832  0.117
H  0.1438  -6.7792  -5.4331  0.130
H  -1.0096  -5.4547  -5.3376  0.119
H  -0.5817  -4.2413  -3.1138  0.068
H  -0.4229  -6.0120  -2.9513  0.097
H  0.8710  -4.9234  -2.4291  0.064
H  2.7926  -5.6100  -5.4416  0.071
H  2.9508  -5.0009  -3.9388  0.065
H  2.2296  -6.5275  -3.9020  0.088
H  0.3156  -1.4226  -7.6110  0.081
H  1.1028  -0.7425  -6.2786  0.065
H  -0.5040  -1.4032  -6.0369  0.068
C  3.5553  -5.7295  -0.8883  -0.012
C  5.0090  -5.6612  -0.2647  -0.467
C  4.9894  -4.5269  0.8153  -0.135
C  4.2920  -4.8938  2.1126  -0.203
C  4.8328  -6.1783  2.7041  -0.137
C  4.7890  -7.3700  1.6671  -0.450
N  5.3716  -6.9502  0.3387  -0.028
O  5.5858  -8.0094  -0.6512  -0.051
C  5.6003  -8.5476  2.3271  -0.033
C  3.3296  -7.8411  1.5749  -0.037
C  6.0203  -5.0797  -1.2816  -0.035
H  2.9031  -5.7367  -0.0150  0.049
H  3.3513  -6.5782  -1.5411  0.082
H  3.2815  -4.8079  -1.4020  0.067
H  5.9930  -4.1829  1.0654  0.122
H  4.4617  -3.7060  0.3298  0.106
H  3.2107  -4.9930  2.0174  0.104
H  4.3850  -4.1151  2.8696  0.085
H  4.2138  -6.4040  3.5725  0.122
H  5.8537  -5.9747  3.0270  0.122
H  5.3145  -8.5968  3.3778  0.080
H  5.3109  -9.4531  1.7937  0.076
H  6.6837  -8.4411  2.2711  0.083
H  3.2117  -8.5662  0.7696  0.089
H  3.1844  -8.3540  2.5257  0.087
H  2.5491  -7.1045  1.3845  0.068
H  5.8866  -5.6636  -2.1923  0.077
H  7.0316  -5.2435  -0.9093  0.086
H  5.9204  -4.0215  -1.5228  0.077
C  2.9758  -1.7774  4.5689  -0.044
C  3.4527  -2.2937  5.9360  -0.439
C  4.1154  -1.1126  6.6995  -0.165
C  3.1946  -0.2541  7.4824  -0.198
C  2.1888  -1.0752  8.2838  -0.151
C  1.3919  -2.0532  7.4699  -0.461
N  2.3431  -2.9363  6.7155  -0.043
O  1.8184  -4.0844  6.0463  -0.042
C  0.6285  -2.9207  8.5184  -0.036
C  0.3441  -1.4101  6.4814  -0.005
C  4.6984  -3.2151  5.6965  -0.033
H  2.5073  -2.5833  4.0038  0.074
H  3.7905  -1.4374  3.9296  0.087
H  2.2746  -0.9462  4.6440  0.071
H  4.9430  -1.3752  7.3584  0.119
H  4.5958  -0.4205  6.0079  0.118
H  2.6612  0.4631  6.8586  0.091
H  3.7667  0.3775  8.1619  0.117
H  1.5232  -0.3615  8.7693  0.124
H  2.7137  -1.5431  9.1167  0.126
H  1.3357  -3.5549  9.0530  0.084
H  0.1678  -2.2696  9.2613  0.082
H  -0.2089  -3.4706  8.0889  0.079
H  0.2911  -1.9321  5.5260  0.078
H  -0.6667  -1.4991  6.8794  0.075
H  0.5250  -0.3380  6.4038  0.054
H  5.1041  -3.6880  6.5909  0.084
H  5.5373  -2.6155  5.3432  0.086
H  4.4699  -4.0295  5.0090  0.054
C  1.0383  3.1456  6.1173  -0.047
C  -0.4606  3.4987  6.2371  -0.484
C  -0.7857  3.9950  4.8349  -0.161
C  -2.2498  4.3556  4.5237  -0.145
C  -3.1085  3.1403  4.8467  -0.164
C  -2.8353  2.4977  6.1717  -0.473
N  -1.3732  2.3125  6.4463  0.018
O  -1.0231  1.4378  7.6113  -0.042
C  -3.6544  3.1769  7.2598  -0.052
C  -3.5217  1.0518  6.0406  -0.024
C  -0.5654  4.5899  7.2650  -0.021
H  1.2278  2.3856  5.3592  0.077
H  1.4518  2.7707  7.0536  0.079
H  1.6967  3.9937  5.9292  0.080
H  -0.1897  4.8507  4.5176  0.114
H  -0.5585  3.2787  4.0453  0.095
H  -2.3990  4.7725  3.5277  0.093
H  -2.4370  5.1605  5.2344  0.109
H  -3.1829  2.3842  4.0651  0.104
H  -4.1164  3.5523  4.7975  0.123
H  -3.4426  2.9036  8.2935  0.090
H  -3.7220  4.2627  7.3275  0.074
H  -4.6928  2.8636  7.1526  0.082
H  -2.8995  0.6075  5.2637  0.069
H  -3.4299  0.3834  6.8967  0.077
H  -4.5756  1.0607  5.7626  0.086
H  -0.1968  4.3148  8.2532  0.093
H  -1.6139  4.8489  7.4125  0.068
H  0.0659  5.4410  7.0096  0.097
C  1.0713  -2.5520  -0.5373  -0.036
C  0.8934  -1.2406  0.2388  -0.461
C  0.9761  -0.1755  -0.8756  -0.128
C  0.5296  1.2428  -0.4779  -0.163
C  -0.9053  1.1183  0.0255  -0.138
C  -1.1286  0.1561  1.2292  -0.459
N  -0.4030  -1.1569  0.9747  0.007
O  -0.6672  -2.1802  1.9652  -0.042
C  -0.5545  0.8452  2.4661  -0.019
C  -2.6174  0.0207  1.3381  -0.032
C  2.1270  -1.0894  1.1348  -0.017
H  1.3400  -3.3424  0.1635  0.073
H  1.9142  -2.4426  -1.2196  0.074
H  0.1957  -2.7779  -1.1460  0.067
H  2.0102  0.1181  -1.0562  0.100
H  0.5159  -0.4937  -1.8111  0.118
H  0.6817  1.8980  -1.3356  0.092
H  1.1526  1.6663  0.3099  0.099
H  -1.5843  0.9082  -0.8009  0.103
H  -1.1362  2.1487  0.2956  0.102
H  0.3718  1.3804  2.2576  0.062
H  -1.2084  1.6041  2.8958  0.065
H  -0.1718  0.2084  3.2637  0.086
H  -2.7354  -0.5120  2.2817  0.079
H  -3.0783  1.0067  1.3969  0.081
H  -3.0971  -0.6111  0.5905  0.068
H  3.0816  -1.0910  0.6087  0.082
H  2.2381  -1.9430  1.8034  0.062
H  1.9991  -0.2749  1.8478  0.066

Energy: -4745.90558 a.u.
Multiplicity: 9
<S²>: 20.043
HOMO level (alpha / beta): -7.7 / -7.7 eV
Frontier orbital gap (alpha / beta): 7.88 / 6.76 eV


Below is 3 unconnected molecules or ions with the total composition CH6O4 at a distorted geometry, with properties calculated with the ωB97M-V functional and the def2-TZVPD basis.

Last column: natural (NBO) charge in e.
Element x y z (Å)
O  -1.6348  -1.2255  0.2886  -0.600
C  -1.2292  -0.1253  0.5596  0.647
O  -0.6443  0.0541  1.7193  -0.696
H  -1.3274  0.8936  0.0323  0.143
H  -0.3478  -0.6960  2.2278  0.502
O  1.0046  1.6853  0.4220  -0.952
H  1.1654  2.3439  -0.3143  0.473
H  1.3318  2.1652  1.2618  0.482
O  0.7191  -1.6457  -2.2646  -0.908
H  0.4360  -0.9903  -1.9641  0.434
H  0.5265  -2.4593  -1.9682  0.474

SMILES string: O=CO.O.O
Energy: -342.58023 a.u.
ΔE to the lowest compared entry with this formula, charge and spin: 273.28 kJ/mol
HOMO level: -10.6 eV
Frontier orbital gap: 11.05 eV